Here is a molecular structure, C22H30BF4INO4PRhS4Sb in a non-equilibrium geometry from the Open Molecules 2025 dataset. Energies are from ωB97M-V/def2-TZVPD.

Summary:
**HOMO level**: -2.28 eV
**Energy relative to the best compared isomer or geometry (same formula, charge and spin)**: 41.8 kcal per mole
**Charge**: -2
**Multiplicity**: 1
**Orbital gap**: 5.1 eV
**Maximum force**: 2.2 eV Å⁻¹

Last column: natural (NBO) charge in e.
Element x y z (Å)
Rh  0.099  0.789  -0.451  0.40
S  0.132  -5.818  2.263  -0.93
Sb  -1.484  -4.200  2.141  0.85
S  -3.005  -0.195  0.730  -0.21
S  -1.140  -0.568  0.847  0.14
S  -3.182  -5.160  0.955  -0.91
O  0.071  2.191  -2.263  -0.72
C  1.121  2.795  -1.925  0.75
O  1.792  2.467  -0.916  -0.74
C  1.634  3.883  -2.829  -0.07
C  2.888  4.429  -2.609  -0.19
C  3.423  5.395  -3.471  -0.28
C  2.645  5.764  -4.536  0.21
O  2.946  6.663  -5.533  -0.49
C  1.784  6.734  -6.357  0.24
O  0.841  5.780  -5.888  -0.50
C  1.391  5.231  -4.747  0.26
C  0.850  4.289  -3.917  -0.24
H  3.445  4.087  -1.746  0.24
H  4.398  5.835  -3.306  0.22
H  2.055  6.511  -7.389  0.15
H  1.354  7.736  -6.303  0.14
H  -0.139  3.870  -4.055  0.26
F  -2.527  4.404  0.884  -0.57
B  -1.385  4.143  0.096  1.36
F  -0.232  4.655  0.738  -0.58
F  -1.521  4.682  -1.191  -0.57
F  -1.235  2.705  0.004  -0.58
C  3.488  -2.061  -2.767  -0.61
C  2.848  -0.876  -2.043  -0.54
C  3.393  0.434  -2.615  -0.62
P  0.992  -0.845  -1.869  1.17
C  0.633  -2.621  -1.528  -0.55
C  -0.869  -2.938  -1.546  -0.62
C  1.260  -2.972  -0.169  -0.62
C  0.307  -0.529  -3.558  -0.56
C  0.577  -1.627  -4.586  -0.61
C  -1.196  -0.207  -3.513  -0.61
H  4.551  -2.094  -2.511  0.21
H  3.420  -1.948  -3.850  0.19
H  3.056  -3.023  -2.493  0.21
H  3.154  -0.921  -0.994  0.24
H  3.165  0.520  -3.684  0.19
H  4.480  0.467  -2.497  0.20
H  2.976  1.292  -2.098  0.26
H  1.110  -3.219  -2.306  0.21
H  -1.453  -2.188  -1.015  0.22
H  -1.057  -3.903  -1.067  0.24
H  -1.257  -2.996  -2.566  0.20
H  0.871  -2.322  0.621  0.22
H  2.349  -2.859  -0.179  0.20
H  1.036  -4.005  0.107  0.25
H  0.822  0.382  -3.865  0.24
H  0.060  -2.554  -4.324  0.21
H  1.639  -1.848  -4.698  0.20
H  0.203  -1.302  -5.562  0.21
H  -1.790  -1.123  -3.476  0.20
H  -1.479  0.355  -4.407  0.20
H  -1.453  0.403  -2.651  0.25
I  1.140  -1.866  4.751  0.11
C  0.352  -0.086  3.935  0.10
C  -0.895  0.348  4.366  -0.31
C  -1.363  1.536  3.827  -0.16
C  -0.600  2.212  2.891  -0.25
C  0.612  1.660  2.507  0.03
N  1.103  0.535  3.054  -0.47
H  -1.474  -0.224  5.075  0.23
H  -2.327  1.928  4.130  0.22
H  -0.945  3.134  2.442  0.26
H  1.259  2.163  1.798  0.23

---

Here is 4 unconnected molecules or ions with the total composition C22H30Br2N2O9S3 in a non-equilibrium geometry from the Open Molecules 2025 dataset. Energies are from ωB97M-V/def2-TZVPD.

Summary:
**HOMO level**: -8.65 eV
**Charge**: 0
**Multiplicity**: 1
**Orbital gap**: 7.3 eV
**Maximum force**: 6.7 eV Å⁻¹

Last column: natural (NBO) charge in e.
Element x y z (Å)
C  -4.504  2.372  -2.176  -0.68
C  -4.722  1.151  -1.094  -0.08
Br  -5.347  -0.623  -1.877  0.10
C  -4.528  1.239  0.380  0.13
Br  -4.887  -0.473  1.429  0.05
O  -4.121  2.504  1.011  -0.69
S  -2.451  2.807  0.848  1.66
O  -2.348  3.997  -0.174  -0.88
O  -1.792  3.386  2.346  -0.71
C  -0.580  4.194  2.076  -0.11
C  0.381  4.434  3.386  -0.44
C  1.549  3.252  3.565  -0.55
S  3.153  4.013  2.969  0.26
C  4.569  3.660  4.203  -0.07
S  4.342  3.362  5.861  0.06
N  5.975  3.703  3.568  -0.48
C  6.721  5.006  3.383  -0.11
C  8.095  4.507  2.636  -0.09
N  8.014  2.979  2.511  -0.45
C  6.709  2.471  3.085  0.14
H  -4.440  3.444  -1.691  0.27
H  -5.462  2.349  -2.888  0.24
H  -3.595  2.095  -2.860  0.25
H  -0.040  3.684  1.162  0.21
H  -0.954  5.259  1.705  0.22
H  -0.200  4.595  4.395  0.25
H  0.962  5.455  3.186  0.24
H  1.325  2.331  2.844  0.24
H  1.617  2.861  4.687  0.27
H  6.400  6.094  3.693  0.26
H  8.978  5.191  2.259  0.25
H  6.256  1.398  3.198  0.25
O  -6.232  -3.716  -3.753  -0.58
C  -5.277  -4.296  -3.263  0.79
O  -4.496  -3.788  -2.266  -0.49
C  -3.413  -4.682  -2.017  -0.07
C  -3.874  -6.019  -2.536  -0.43
C  -4.762  -5.637  -3.692  -0.53
H  -2.527  -4.314  -2.547  0.21
H  -3.198  -4.712  -0.945  0.19
H  -3.049  -6.680  -2.817  0.23
H  -4.469  -6.529  -1.768  0.20
H  -4.195  -5.521  -4.620  0.24
H  -5.579  -6.350  -3.824  0.24
O  0.222  -4.703  -2.824  -0.58
C  0.102  -3.503  -3.006  0.80
O  -1.055  -2.806  -2.805  -0.50
C  -0.865  -1.454  -3.219  -0.07
C  0.624  -1.230  -3.175  -0.43
C  1.173  -2.591  -3.521  -0.53
H  -1.273  -1.337  -4.228  0.18
H  -1.399  -0.782  -2.541  0.20
H  0.960  -0.438  -3.849  0.22
H  0.928  -0.960  -2.156  0.24
H  1.269  -2.728  -4.602  0.24
H  2.126  -2.778  -3.020  0.24
O  1.587  0.870  -0.217  -0.57
C  1.683  -0.184  0.389  0.79
O  1.343  -1.402  -0.125  -0.50
C  1.480  -2.394  0.891  -0.07
C  2.438  -1.807  1.894  -0.43
C  2.143  -0.331  1.808  -0.53
H  0.493  -2.589  1.324  0.19
H  1.864  -3.320  0.453  0.21
H  2.317  -2.220  2.899  0.23
H  3.471  -1.994  1.574  0.21
H  1.330  -0.040  2.479  0.24
H  3.036  0.269  1.998  0.25